Here is a cluster of 4 separate species, C21H40NO14PS in total at a distorted geometry from the OMol25 dataset. Energies are from ωB97M-V/def2-TZVPD.

Last columns: bonded neighbours and bond lengths (Å).
Geometry (Å):
1 O 2.07749 -2.67515 -0.76893  N2 1.158
2 N 2.10785 -1.55096 -1.04363  O1 1.158, O3 1.439
3 O 2.51290 -1.39260 -2.41538  N2 1.439, C4 1.418
4 C 1.75243 -0.38725 -3.06512  O3 1.418, C5 1.538, O12 1.452, C17 1.538
5 C 0.23092 -0.59228 -2.98029  C4 1.538, C6 1.509, H21 1.083, H22 1.087
6 C -0.55371 0.55934 -2.40243  C5 1.509, C7 1.391, C11 1.396
7 C -1.08064 0.45376 -1.11922  C6 1.391, C8 1.393, H23 1.081
8 C -1.83945 1.48083 -0.56353  C7 1.393, C9 1.388, H24 1.079
9 C -2.06206 2.64237 -1.28976  C8 1.388, C10 1.389, H25 1.079
10 C -1.54745 2.77211 -2.57380  C9 1.389, C11 1.390, H26 1.077
11 C -0.80516 1.73087 -3.11848  C6 1.396, C10 1.390, H27 1.083
12 O 2.07033 -0.68562 -4.44977  C4 1.452, S13 1.592
13 S 2.73087 0.52609 -5.24399  O12 1.592, O14 1.412, O15 1.422, O16 1.585
14 O 3.86767 0.15987 -5.99700  S13 1.412
15 O 1.65276 1.21170 -5.86713  S13 1.422
16 O 3.27237 1.25171 -3.94311  S13 1.585, C17 1.452
17 C 2.31666 1.03033 -2.87259  C4 1.538, O16 1.452, P18 1.896, H28 1.086
18 P 3.25490 1.39157 -1.26481  C17 1.896, O19 1.622, O20 1.641
19 O 4.76338 1.25666 -1.84516  P18 1.622, H29 0.963
20 O 3.03770 3.01753 -1.22571  P18 1.641, H30 0.961
21 H -0.15564 -0.85293 -3.95727  C5 1.083
22 H 0.03932 -1.45680 -2.35004  C5 1.087
23 H -0.93880 -0.44256 -0.53090  C7 1.081
24 H -2.24299 1.37429 0.43104  C8 1.079
25 H -2.64443 3.45579 -0.88424  C9 1.079
26 H -1.69467 3.65814 -3.16884  C10 1.077
27 H -0.40945 1.79842 -4.12442  C11 1.083
28 H 1.63016 1.86833 -2.94736  C17 1.086
29 H 5.34565 1.87711 -1.39339  O19 0.963
30 H 2.68405 3.26243 -0.36630  O20 0.961
31 C -0.92319 3.18891 2.81441  O32 1.418, H37 1.089, H38 1.092, H39 1.096
32 O -1.77470 2.15029 3.26845  C31 1.418, C33 1.421
33 C -1.08258 0.93217 3.50862  O32 1.421, C34 1.512, H40 1.094, H41 1.096
34 C -0.85299 0.70277 4.98491  C33 1.512, O35 1.419, H42 1.094, H43 1.094
35 O 0.05850 1.64685 5.52365  C34 1.419, C36 1.417
36 C -0.57395 2.67650 6.26286  O35 1.417, H44 1.095, H45 1.093, H46 1.089
37 H -1.49818 4.11426 2.82273  C31 1.089
38 H -0.05307 3.30811 3.46414  C31 1.092
39 H -0.59000 2.99140 1.78891  C31 1.096
40 H -0.13240 0.91336 2.96666  C33 1.094
41 H -1.70990 0.12221 3.12010  C33 1.096
42 H -0.41142 -0.28931 5.12174  C34 1.094
43 H -1.80345 0.72663 5.52620  C34 1.094
44 H -0.96517 2.28604 7.20816  C36 1.095
45 H -1.38586 3.13938 5.69644  C36 1.093
46 H 0.17793 3.43225 6.48352  C36 1.089
47 C 7.13185 -6.80029 -0.60673  O48 1.415, H53 1.089, H54 1.093, H55 1.096
48 O 6.51739 -6.96622 -1.87085  C47 1.415, C49 1.419
49 C 5.31677 -7.72075 -1.81564  O48 1.419, C50 1.512, H56 1.094, H57 1.095
50 C 4.09519 -6.83358 -1.89924  C49 1.512, O51 1.419, H58 1.095, H59 1.094
51 O 3.95873 -6.01969 -0.74519  C50 1.419, C52 1.418
52 C 4.36634 -4.67807 -0.95807  O51 1.418, H60 1.089, H61 1.093, H62 1.089
53 H 7.93664 -6.07650 -0.72418  C47 1.089
54 H 6.42562 -6.42580 0.13854  C47 1.093
55 H 7.55949 -7.74730 -0.25964  C47 1.096
56 H 5.28221 -8.32921 -0.90699  C49 1.094
57 H 5.32085 -8.39712 -2.67645  C49 1.095
58 H 3.20402 -7.46724 -1.95557  C50 1.095
59 H 4.13148 -6.22096 -2.80492  C50 1.094
60 H 3.65324 -4.16392 -1.60045  C52 1.089
61 H 5.36284 -4.62650 -1.40460  C52 1.093
62 H 4.38912 -4.18328 0.01214  C52 1.089
63 C -4.51685 2.00672 1.98407  O64 1.419, H69 1.084, H70 1.093, H71 1.096
64 O -5.22300 1.96408 0.75399  C63 1.419, C65 1.419
65 C -6.54238 1.45762 0.87820  O64 1.419, C66 1.512, H72 1.094, H73 1.095
66 C -7.56939 2.56668 0.84963  C65 1.512, O67 1.419, H74 1.095, H75 1.094
67 O -7.48181 3.39087 2.00190  C66 1.419, C68 1.415
68 C -6.83015 4.62347 1.75911  O67 1.415, H76 1.095, H77 1.093, H78 1.089
69 H -3.59743 2.55797 1.82338  C63 1.084
70 H -5.09673 2.50870 2.76264  C63 1.093
71 H -4.26272 0.99206 2.31029  C63 1.096
72 H -6.64678 0.86680 1.79314  C65 1.094
73 H -6.71647 0.79440 0.02460  C65 1.095
74 H -8.56946 2.12151 0.84576  C66 1.095
75 H -7.46116 3.16099 -0.06253  C66 1.094
76 H -7.46188 5.27940 1.15030  C68 1.095
77 H -5.86813 4.47916 1.26071  C68 1.093
78 H -6.65998 5.10111 2.72269  C68 1.089

HOMO-LUMO gap: 8.5 eV
electronic energy: -2671.602095 Eh
HOMO energy: -9.1 eV
charge: 0